A structure of composition C69H54N2O8P2STi at a distorted geometry. Source: the Open Molecules 2025 dataset; level of theory: wB97M-V/def2-TZVPD.

The geometry in XYZ format:
```
137
Properties=species:S:1:pos:R:3:lowdin_charge:R:1
Ti 0.38 -0.36 1.37 0.9106
S -1.52 -1.36 -0.24 0.9198
P -1.01 1.89 0.08 1.1431
P 1.71 -2.14 0.03 1.1482
O 0.09 -1.94 2.13 -0.2552
O 1.79 0.07 -5.82 0.1304
O 1.95 -0.75 4.73 0.1990
O -1.63 -2.66 0.46 -0.4375
O 3.67 1.22 -5.90 0.1528
O 1.33 0.09 2.76 -0.1442
O -1.50 0.15 2.44 -0.2045
O -0.03 -3.57 3.67 0.2087
N 1.93 1.29 0.44 0.0456
N 1.84 2.62 3.34 0.1248
C 2.71 2.11 1.07 -0.0533
C 4.08 3.16 2.75 0.0076
C 1.51 0.28 -3.10 0.0103
C 3.35 1.68 -1.61 -0.0024
C -1.17 0.85 3.68 -0.2232
C -0.38 -0.22 4.45 -0.0546
C -5.96 -0.25 -0.15 -0.1303
C 3.40 -1.59 -0.44 -0.3250
C 4.12 -0.92 0.56 -0.1376
C 4.02 -1.82 -1.66 -0.0668
C -0.48 3.67 -2.16 -0.0654
C -4.14 -1.76 -0.26 -0.0550
C -4.90 3.19 -0.09 0.0185
C 1.24 -4.65 1.13 -0.0948
C -3.50 3.04 -0.05 -0.0621
C -0.31 -2.48 3.29 -0.4686
C 2.65 0.67 -5.24 -0.4722
C 0.66 -4.48 -3.82 -0.1267
C -1.35 1.76 -3.97 -0.0521
C -1.19 -1.50 4.06 -0.0417
C 2.06 3.16 4.52 -0.1022
C -3.61 0.62 -0.08 -0.1317
C 2.60 0.85 -3.74 -0.1000
C -5.52 -1.54 -0.22 0.0188
C 5.43 -0.53 0.36 -0.0604
C 3.43 -4.62 2.84 -0.0493
C -7.15 1.86 -0.10 -0.0843
C 6.04 -0.77 -0.86 -0.0601
C -1.08 -4.29 -5.49 -0.0808
C -2.30 -2.46 -4.09 0.0163
C -7.35 0.32 -0.12 -0.0835
C 1.89 -4.04 -1.85 -0.0842
C -0.32 5.80 2.48 -0.0569
C -5.02 0.80 -0.10 -0.0735
C 1.10 -0.32 4.01 -0.4828
C 4.32 3.70 4.01 -0.0256
C -1.34 1.49 -2.62 -0.1225
C 1.04 -3.01 -1.44 -0.2626
C 0.22 -5.06 -5.13 -0.0811
C -5.66 2.05 -0.08 -0.1375
C -0.48 3.94 -3.52 -0.0490
C 1.71 -4.79 -3.01 0.0223
C 0.31 4.33 0.68 -0.1249
C -1.29 -3.34 -4.35 -0.1261
C 0.51 5.49 1.41 -0.0555
C 2.60 -5.73 2.79 -0.0526
C 3.18 -3.53 2.02 -0.0598
C -2.24 -0.94 3.08 -0.2047
C 3.28 3.70 4.92 -0.0155
C -0.13 -2.75 -2.21 -0.1272
C -0.88 2.43 -1.69 -0.3249
C 3.52 1.54 -2.97 0.0096
C -3.33 -0.18 3.83 -0.0542
C -2.53 1.04 4.35 -0.0579
C -1.37 4.95 2.80 -0.0513
C 2.10 -3.54 1.15 -0.3364
C 2.24 1.15 -0.96 -0.2632
C 1.50 -5.74 1.94 -0.0559
C -0.24 -3.47 -3.41 -0.0649
C 5.33 -1.41 -1.87 -0.0549
C -3.21 -0.74 -0.21 -0.3055
C -1.57 3.79 2.06 -0.1204
C -0.74 3.46 0.99 -0.3473
C -2.85 1.82 0.02 -0.2779
C 1.33 0.44 -1.74 -0.1031
C 2.84 2.61 2.45 -0.2436
C -2.29 -1.78 -2.86 -0.0616
C -1.27 -1.92 -1.94 -0.2787
C -0.90 2.99 -4.44 -0.0514
H -4.11 0.13 3.13 0.1225
H 0.98 4.11 -0.14 0.0930
H -3.77 -2.78 -0.33 0.1258
H -2.99 1.99 4.07 0.1108
H 3.49 -2.31 -2.47 0.1048
H 0.45 0.02 -1.28 0.0186
H 2.41 -5.59 -3.25 0.1303
H 3.52 2.55 0.49 0.1037
H 3.85 -2.69 2.06 0.0891
H 3.40 4.12 5.91 0.1198
H -2.91 3.94 -0.07 0.1147
H 3.64 -0.72 1.52 0.0945
H -3.13 -2.32 -4.77 0.1284
H -7.93 0.00 -0.98 0.1298
H -0.18 4.46 -1.48 0.0821
H 0.79 -0.27 -3.69 0.1271
H -1.71 1.01 -4.67 0.1173
H -1.62 -2.02 4.92 0.1757
H 2.79 -6.58 3.44 0.1150
H -5.34 4.17 -0.12 0.1275
H 4.30 1.69 -5.34 0.0999
H -0.62 1.75 3.44 0.1273
H -2.03 5.19 3.62 0.1155
H 5.80 -1.60 -2.83 0.1165
H 5.98 -0.04 1.16 0.1142
H -7.62 2.32 0.77 0.1279
H -1.93 -4.96 -5.59 0.1305
H -0.17 4.92 -3.87 0.1142
H 4.87 3.17 2.00 0.1214
H 7.06 -0.47 -1.03 0.1141
H 0.04 -6.13 -5.03 0.1311
H -0.99 -3.75 -6.43 0.1313
H 4.13 2.21 -1.07 0.1107
H -2.41 3.16 2.30 0.0932
H -0.16 6.71 3.05 0.1150
H 4.28 -4.60 3.51 0.1144
H 5.29 4.10 4.26 0.1228
H -1.71 0.54 -2.27 0.0628
H 1.31 6.17 1.14 0.1163
H -7.89 -0.03 0.77 0.1298
H 4.41 1.98 -3.41 0.1226
H -3.78 -0.78 4.61 0.1345
H -3.14 -1.16 -2.62 0.1136
H -0.37 -0.05 5.52 0.1709
H -7.59 2.33 -0.99 0.1298
H 0.98 -4.93 -5.90 0.1307
H 2.75 -4.27 -1.23 0.1197
H -2.59 -1.66 2.35 0.1456
H -6.20 -2.38 -0.26 0.1285
H 0.84 -6.59 1.92 0.1172
H -0.90 3.21 -5.50 0.1169
H -2.43 1.03 5.44 0.1311
H 0.37 -4.64 0.50 0.1132
H 1.22 3.16 5.21 0.1196
```

* energy above the lowest of the compared OMol25 structures with the same formula, charge and spin: 168.1 kJ/mol
* electronic energy: -5303.2226 Eh
* charge: +2
* orbital gap: 6.69 eV
* HOMO: -12.6 eV
* LUMO: -5.92 eV


A cluster of 2 separate species, C69H91N6 in total at a distorted geometry. Source: the Open Molecules 2025 dataset; level of theory: wB97M-V/def2-TZVPD.

The geometry in XYZ format:
```
166
Properties=species:S:1:pos:R:3:lowdin_charge:R:1
N -3.87 -0.61 -8.74 -0.1788
N 1.66 7.24 -1.15 -0.2182
N -1.24 -1.05 3.83 0.0363
N 6.79 -0.45 -4.47 -0.2404
N -2.46 -0.47 3.98 0.1619
N -2.82 -0.07 2.74 -0.0020
C 2.08 1.67 1.66 -0.0490
C 0.41 -1.61 1.99 -0.0478
C 0.59 -2.83 7.22 -0.0456
C -1.51 1.47 -6.81 0.0004
C -0.62 -1.63 5.00 -0.0795
C 8.09 0.18 -4.58 -0.0639
C -3.24 2.82 3.19 -0.3485
C 4.23 -3.60 -0.69 -0.0678
C -1.92 2.87 2.42 -0.0633
C -3.74 -2.42 6.28 -0.0517
C -2.13 -0.23 0.42 -0.0145
C 3.02 4.50 -3.21 -0.0167
C 1.86 3.73 -3.51 -0.1755
C 5.23 1.02 -3.31 0.0151
C -0.30 -3.99 2.63 -0.3605
C 0.45 1.38 5.04 -0.0495
C 2.62 7.53 -0.10 -0.0644
C 1.06 0.73 1.00 -0.3621
C -6.22 -2.65 2.67 -0.0709
C 1.27 0.10 4.86 -0.3563
C 0.62 -1.15 5.47 -0.0929
C 1.93 2.53 -4.33 -0.0675
C -1.73 -1.17 -7.72 -0.0045
C -4.71 -2.41 0.70 -0.0669
C 2.98 5.60 -2.38 0.0080
C 0.55 5.38 -2.28 0.0079
C -1.31 -2.64 5.71 -0.1303
C -5.00 -1.91 2.10 -0.3618
C -3.01 2.60 4.69 -0.0612
C 0.28 -5.34 3.08 -0.0696
C -0.62 -0.78 -7.01 -0.0156
C 2.71 0.34 5.36 -0.0753
C 4.76 0.35 -5.60 0.0159
C 2.59 -1.24 0.95 0.0096
C -4.80 0.35 -9.31 -0.0503
C -5.18 -0.37 2.13 -0.1075
C 0.80 2.10 -5.05 -0.0281
C 3.59 1.09 -5.56 -0.0213
C 1.01 0.98 -0.51 -0.0544
C 1.34 -0.74 1.32 -0.1168
C 2.96 -2.55 1.22 -0.1775
C -4.13 0.49 2.49 -0.0928
C 3.18 1.78 -4.40 -0.1710
C -4.31 -2.00 -8.81 -0.0388
C -6.59 1.57 1.84 -0.0558
C -1.90 -0.48 1.76 -0.2926
C 5.61 0.29 -4.47 -0.2296
C -0.86 -1.08 2.48 -0.1050
C 2.06 -3.39 1.87 0.0241
C -6.40 0.19 1.79 -0.0269
C -2.72 -3.11 5.36 -0.3802
C -0.50 0.52 -6.46 -0.2167
C -5.56 2.39 2.28 -0.0335
C 4.96 -4.07 1.66 -0.0764
C -1.46 -4.17 1.64 -0.0375
C -2.85 -4.64 5.37 -0.0530
C -2.59 1.12 -7.60 0.0025
C -0.69 -3.22 6.83 -0.0242
C 1.23 -1.82 6.53 -0.0266
C 4.04 1.71 -3.27 -0.0263
C 1.73 6.09 -1.92 -0.2227
C 0.76 -2.99 2.15 -0.0917
C -2.76 -0.22 -8.04 -0.1919
C 0.90 8.39 -1.61 -0.0553
C 6.81 -1.87 -4.76 -0.0695
C -4.31 1.87 2.62 -0.1199
C 4.32 -3.03 0.74 -0.3887
C 0.60 0.86 -5.61 0.0164
C 0.63 4.21 -3.01 -0.0149
H 3.45 8.15 -0.47 0.0895
H 1.58 9.17 -2.00 0.0951
H -4.14 -2.12 2.75 0.1081
H 0.19 -1.49 -6.84 0.1248
H -4.32 -2.34 -9.86 0.1023
H -2.24 -4.81 2.08 0.0829
H -3.85 -1.89 0.26 0.0472
H 3.07 1.54 1.21 0.0771
H -5.33 -2.09 -8.41 0.1026
H -3.58 -2.70 7.33 0.0862
H 0.26 0.34 -0.98 0.0629
H 1.09 -5.18 3.81 0.0871
H -0.03 2.83 -5.13 0.1043
H -5.57 0.66 -8.59 0.1039
H -3.84 -4.95 5.01 0.0841
H 4.97 -3.74 2.70 0.0847
H -1.50 -0.73 -0.31 0.0428
H -2.84 1.53 4.91 0.0506
H -4.28 1.24 -9.67 0.0907
H -0.41 5.75 -1.93 0.1217
H 8.04 1.23 -4.28 0.0914
H -1.91 -3.21 1.39 0.0612
H -5.32 -0.13 -10.16 0.0962
H 0.34 8.82 -0.77 0.0897
H 3.98 4.21 -3.64 0.1229
H -1.11 -4.64 0.71 0.0923
H -2.94 -2.76 4.35 0.0947
H 6.99 -2.06 -5.83 0.0846
H -1.82 -2.21 -8.05 0.1042
H 0.66 -5.91 2.23 0.0854
H 2.71 0.64 6.41 0.0881
H 1.07 -3.31 8.08 0.1127
H -1.34 3.75 2.75 0.0844
H 2.16 1.48 2.74 0.0485
H 8.46 0.12 -5.62 0.0901
H 3.02 6.59 0.31 0.0946
H -4.77 -2.68 6.00 0.0782
H -2.99 0.38 0.15 0.0515
H 2.96 1.14 -6.45 0.1184
H 3.18 1.15 4.77 0.0757
H 1.98 0.76 -0.97 0.0635
H 2.12 8.08 0.70 0.0922
H -2.10 -5.09 4.71 0.0573
H 3.33 -0.56 5.24 0.0830
H -7.07 -2.58 1.98 0.0735
H 0.90 2.21 4.49 0.0813
H -3.64 -2.64 -8.22 0.0750
H 5.05 -0.17 -6.51 0.1235
H 1.31 0.06 -5.39 0.1280
H 4.97 -2.15 0.71 0.1292
H -3.33 1.88 -7.85 0.1088
H 3.91 6.12 -2.11 0.1223
H -2.09 2.96 1.34 0.0843
H 3.57 -4.48 -0.70 0.0861
H 0.39 1.66 6.10 0.0971
H -6.53 -2.24 3.64 0.0840
H 3.29 -0.58 0.43 0.1181
H -2.70 -5.05 6.38 0.0776
H 3.77 2.23 -2.35 0.1165
H -5.58 -2.24 0.05 0.0863
H -0.58 1.25 4.67 0.0417
H -1.23 -3.99 7.37 0.1120
H -2.14 3.18 5.04 0.0785
H 4.42 -5.03 1.60 0.0760
H -1.43 2.48 -6.44 0.1071
H -7.54 2.00 1.56 0.1057
H -5.69 3.47 2.36 0.1132
H -0.28 3.63 -3.18 0.1178
H 8.80 -0.37 -3.95 0.0850
H 1.77 2.72 1.52 0.0830
H 0.21 8.09 -2.41 0.0895
H -1.30 1.98 2.60 0.0470
H -3.63 -1.33 6.19 0.0698
H 5.86 -2.34 -4.46 0.0924
H -3.89 2.92 5.25 0.0835
H -7.20 -0.47 1.47 0.1108
H 7.63 -2.32 -4.19 0.0878
H 6.00 -4.25 1.35 0.0794
H -3.70 3.82 3.08 0.1214
H 5.22 -3.90 -1.04 0.0757
H -4.49 -3.49 0.72 0.0789
H -0.49 -5.94 3.58 0.0679
H 5.89 1.00 -2.43 0.1262
H 2.23 -1.50 6.83 0.1014
H 1.33 -0.11 3.78 0.1015
H 0.08 0.97 1.40 0.0903
H 0.75 2.03 -0.73 0.0742
H -5.99 -3.71 2.80 0.0807
H 3.83 -2.86 -1.39 0.0733
H 2.36 -4.41 2.12 0.1033
H -0.74 -3.52 3.52 0.0961
```

* energy above the lowest of the compared OMol25 structures with the same formula, charge and spin: 0.0 kJ/mol
* electronic energy: -3012.0858 Eh
* charge: +1
* orbital gap: 3.14 eV
* HOMO: -7.4 eV
* LUMO: -4.27 eV


A cluster of 10 separate species, C69H95BN9O5 in total at a distorted geometry. Source: the Open Molecules 2025 dataset; level of theory: wB97M-V/def2-TZVPD.

The geometry in XYZ format:
```
179
Properties=species:S:1:pos:R:3:lowdin_charge:R:1
O -5.84 6.10 0.79 -0.1911
O -7.00 3.52 -0.45 -0.0582
O -6.01 2.24 1.21 -0.1152
O -4.06 7.19 -0.72 -0.2159
O -9.19 2.77 -2.07 -0.2522
N -4.52 -4.60 -1.27 0.0661
N 4.60 4.80 4.26 0.0565
N -3.61 -1.39 3.74 0.0766
N -8.90 -2.78 2.86 0.0567
N -3.86 -7.50 1.87 0.0677
N 8.58 2.07 -2.97 0.0613
N 6.09 4.32 -5.93 0.0623
N 5.92 -1.93 0.96 0.0693
N 5.42 -6.12 -2.82 0.0612
C 4.95 -2.35 1.80 -0.1508
C -8.74 1.90 -0.95 -0.1564
C -3.02 -2.26 5.91 -0.0891
C -5.98 -6.31 -0.40 -0.0858
C 6.72 3.04 -8.33 -0.0864
C -1.74 8.05 -1.49 -0.1233
C -2.81 -1.09 0.20 -0.2298
C -8.47 -0.46 3.38 -0.0658
C 7.53 2.87 -7.21 -0.0755
C 5.03 7.12 4.78 -0.0780
C 5.80 3.20 0.81 -0.2470
C 4.86 2.41 1.95 -0.1542
C -5.42 4.80 1.34 -0.1489
C -4.84 -5.02 -2.51 -0.1475
C 6.83 -2.85 0.58 -0.1473
C 5.80 -6.28 -1.53 -0.1407
C -5.33 -1.98 5.33 -0.0645
C 5.33 4.47 -7.03 -0.1479
C -6.26 1.14 0.22 -0.1991
C -3.91 -8.41 2.88 -0.1462
C 4.74 -8.43 -2.84 -0.0827
C 4.86 -3.65 2.28 -0.0694
C 5.14 -8.57 -1.51 -0.0850
C -3.38 8.11 -1.66 -0.2368
C -7.09 2.09 -0.88 -0.1878
C 4.96 6.05 3.90 -0.1395
C 4.23 1.22 -2.18 -0.2123
C -4.73 0.69 -0.15 -0.1427
C 0.29 -1.43 -0.55 -0.2191
C 2.77 -0.76 -1.22 -0.2187
C -2.69 -1.77 4.66 -0.1496
C 5.81 -4.57 1.87 -0.0857
C -3.77 7.56 0.68 -0.1930
C -9.18 -1.96 5.11 -0.1051
C 4.30 2.76 -2.75 -0.2059
C -0.61 -2.57 0.23 -0.2326
C -4.36 -2.36 6.25 -0.0876
C -5.05 7.09 1.60 -0.1856
C 4.29 4.61 5.56 -0.1400
C -2.02 -8.76 0.95 -0.0740
C 9.22 1.04 -3.56 -0.1464
C 4.70 6.89 6.12 -0.0846
C -2.10 -9.67 2.00 -0.0875
C -2.22 -2.56 -0.24 -0.2305
C 4.32 5.61 6.52 -0.0795
C -8.80 -0.68 4.71 -0.0875
C -4.90 -1.50 4.09 -0.1225
C 9.23 3.25 -2.93 -0.1626
C -2.91 -7.70 0.93 -0.1371
C 5.60 3.86 -8.25 -0.0817
C -5.72 -6.06 -2.77 -0.0868
C 7.17 3.52 -6.04 -0.1411
C -5.10 -5.26 -0.24 -0.1626
C 6.82 -4.17 1.00 -0.1122
C 5.68 -7.48 -0.84 -0.0760
C 10.49 1.14 -4.11 -0.0811
C 10.50 3.45 -3.45 -0.0765
C 5.38 3.65 -1.84 -0.2227
C -9.89 1.97 -3.10 -0.1419
C 1.83 -1.28 0.02 -0.2148
C -3.06 -9.50 2.98 -0.0845
C 2.80 0.88 -1.40 -0.2001
C -9.21 -2.97 4.16 -0.1677
C 4.83 3.94 -0.31 -0.2074
C -4.47 -0.96 0.00 -0.1952
C -8.54 -1.53 2.50 -0.1488
C 4.90 -7.20 -3.44 -0.1518
C 11.14 2.37 -4.05 -0.0839
C -6.30 -6.72 -1.69 -0.0856
B -5.81 3.50 0.42 -0.7737
H -2.51 -0.84 1.32 0.1095
H 4.21 3.21 2.52 0.0543
H 3.24 3.28 -2.80 0.1140
H 5.66 4.68 -2.36 0.1049
H -2.33 -2.78 -1.40 0.1064
H -3.56 8.71 0.84 0.1232
H -9.18 2.38 0.04 0.1460
H 3.88 -1.14 -1.19 0.0931
H 2.30 -1.19 -2.22 0.1090
H 4.23 -1.60 2.09 0.1000
H -5.80 4.63 2.45 0.1143
H 8.41 2.24 -7.24 0.0977
H 4.00 3.59 5.83 0.1053
H 3.70 3.58 -0.17 0.1107
H -2.77 -3.46 0.32 0.0916
H -1.66 -1.67 4.35 0.0981
H -4.36 -4.48 -3.32 0.1012
H 4.31 -9.27 -3.38 0.0987
H -9.50 0.87 -3.19 0.0851
H 7.77 3.42 -5.14 0.0778
H -1.29 8.03 -2.58 0.0677
H -4.68 -8.22 3.62 0.1017
H -4.42 1.02 -1.25 0.1231
H 10.96 0.28 -4.57 0.0991
H -6.64 1.93 -1.97 0.1559
H 5.03 -9.52 -1.00 0.1024
H 4.06 -3.93 2.96 0.1039
H -11.04 2.00 -2.80 0.0977
H -3.90 1.18 0.55 0.1333
H 6.45 2.39 0.27 0.0911
H -4.66 -2.74 7.23 0.0991
H 5.06 1.11 -1.35 0.1050
H 5.58 1.85 2.70 0.0748
H -5.75 7.98 1.95 0.1202
H 4.73 7.70 6.83 0.1025
H 6.00 -7.55 0.19 0.0945
H -7.04 0.31 0.55 0.1266
H 8.68 0.10 -3.59 0.1050
H -8.77 0.13 5.43 0.1078
H -9.50 -3.98 4.42 0.0945
H 4.61 -7.04 -4.48 0.1010
H 4.77 2.72 -3.83 0.0873
H 2.23 -2.21 0.60 0.0911
H -9.45 -2.17 6.14 0.0962
H -1.28 -8.88 0.16 0.1011
H 4.24 1.60 1.38 0.0506
H 12.14 2.49 -4.47 0.1027
H 4.47 5.12 -6.92 0.1027
H -1.35 7.13 -0.88 0.0840
H -2.24 -2.55 6.61 0.0944
H 1.80 -0.38 0.81 0.1129
H 1.95 1.30 -2.10 0.1132
H -3.15 -10.19 3.81 0.0975
H 7.60 -2.48 -0.10 0.1027
H -6.99 -7.54 -1.86 0.1000
H -4.23 4.83 1.40 0.1184
H -2.89 -6.96 0.14 0.0993
H -6.39 -2.05 5.56 0.0827
H -9.05 0.78 -1.06 0.1107
H 10.98 4.42 -3.39 0.1016
H 0.25 -1.72 -1.71 0.1172
H 5.33 8.10 4.44 0.0999
H -0.58 -2.49 1.41 0.1053
H 4.95 4.01 -9.10 0.0990
H -4.82 -4.90 0.75 0.1012
H 7.58 -4.86 0.66 0.0987
H -5.94 -6.36 -3.79 0.0956
H 6.97 2.54 -9.26 0.1017
H -2.80 6.99 1.02 0.1194
H -1.42 -10.52 2.04 0.1012
H -1.42 9.09 -0.99 0.0781
H -4.64 6.60 2.60 0.1207
H -4.82 -1.54 -0.97 0.1042
H 2.78 1.47 -0.39 0.0873
H -8.29 -1.40 1.45 0.0927
H -4.92 3.46 -0.38 0.0983
H -3.78 9.19 -1.45 0.1177
H 6.21 -5.40 -1.06 0.0729
H -9.69 2.50 -4.14 0.0955
H 5.21 6.18 2.85 0.0995
H 5.77 -5.60 2.22 0.1005
H -2.36 -0.26 -0.53 0.1053
H 8.70 4.06 -2.44 0.1038
H 6.45 3.97 1.43 0.0944
H 6.39 3.02 -1.82 0.0771
H -6.42 -6.80 0.46 0.0981
H 4.46 0.46 -3.05 0.1116
H -0.24 -3.68 -0.03 0.1062
H -3.63 7.71 -2.75 0.1285
H -5.62 -1.19 3.34 0.0898
H 4.05 5.41 7.55 0.0995
H -0.18 -0.34 -0.50 0.1159
H -8.17 0.52 3.04 0.1111
H -5.00 -1.35 0.96 0.0853
H 4.88 5.09 -0.09 0.0966
```

* electronic energy: -3579.5912 Eh
* charge: -1
* orbital gap: 5.39 eV
* HOMO: -3.7 eV
* LUMO: 1.65 eV


The ion C6H10 with charge -1 at a distorted geometry. Source: the Open Molecules 2025 dataset; level of theory: wB97M-V/def2-TZVPD.

The geometry in XYZ format:
```
16
Properties=species:S:1:pos:R:3:lowdin_charge:R:1
C -1.92 0.17 -0.64 -0.3350
C -2.64 0.60 -1.76 -0.1672
C 0.25 -0.38 0.52 -0.2208
C 2.41 0.11 1.70 -0.1745
C 1.76 -0.51 0.48 -0.3330
C -0.53 -0.01 -0.58 -0.2493
H -2.54 -0.05 0.23 0.0679
H -3.70 0.80 -1.72 -0.0353
H -0.27 -0.51 1.46 0.0585
H -2.18 0.70 -2.74 -0.0173
H -0.06 0.16 -1.55 0.0826
H 2.00 -1.58 0.45 0.0764
H 2.13 1.15 1.83 0.0597
H 2.07 -0.37 2.62 0.0523
H 2.05 0.04 -0.42 0.0874
H 3.51 0.02 1.69 0.0477
```

* energy above the lowest of the compared OMol25 structures with the same formula, charge and spin: 7.4 kJ/mol
* electronic energy: -234.5359 Eh
* charge: -1
* orbital gap (spin up / spin down): 3.87 / 6.46 eV
* spin multiplicity: 2
* <S²>: 0.7706
* HOMO (spin up / spin down): 0.4 / -2.3 eV
* LUMO (spin up / spin down): 4.30 / 4.15 eV